(1)
13 unconnected molecules or ions with the total composition C65H111N9O17 in a non-equilibrium geometry, computed with wB97M-V/def2-TZVPD.

The geometry in XYZ format:
```
202
Properties=species:S:1:pos:R:3:lowdin_charge:R:1
C 2.18861 7.67018 4.34115 -0.01
C 0.68079 7.67184 4.48560 -0.46
C 0.07951 8.57706 3.33925 -0.09
C -1.12896 7.98304 2.62884 -0.17
C -1.08054 6.47383 2.36444 -0.10
C -0.87726 5.65958 3.67431 -0.45
N 0.32644 6.25304 4.40679 0.06
O 0.73433 5.50139 5.49743 0.08
C -0.62902 4.17139 3.38277 -0.01
C -2.04924 5.85053 4.61922 -0.01
C 0.18798 8.18746 5.84753 -0.02
H 2.64028 6.82715 4.86402 0.09
H 2.64304 8.60384 4.67262 0.10
H 2.49977 7.74131 3.29894 0.09
H 0.77297 8.86660 2.54970 0.12
H -0.24464 9.46813 3.87686 0.12
H -1.32165 8.54027 1.71207 0.12
H -2.04031 8.19320 3.18865 0.11
H -0.18151 6.24144 1.79362 0.13
H -1.95363 6.11196 1.82142 0.14
H 0.28263 3.90479 2.84806 0.10
H -1.50553 3.88721 2.80048 0.10
H -0.65582 3.49546 4.23746 0.09
H -2.88606 5.24550 4.27025 0.11
H -2.42485 6.83150 4.91027 0.08
H -1.77914 5.50314 5.61645 0.09
H 0.73758 7.83126 6.71883 0.10
H -0.88683 8.17541 6.02843 0.09
H 0.24079 9.27276 5.93377 0.09
C 8.15252 -4.25651 -0.54022 -0.02
C 7.57285 -5.21135 -1.62598 -0.41
C 8.10483 -4.83918 -3.02967 -0.15
C 9.40783 -5.41205 -3.41606 -0.16
C 9.29981 -6.98931 -3.21209 -0.12
C 9.13565 -7.39358 -1.76612 -0.53
N 7.97768 -6.62793 -1.17354 0.05
O 7.51265 -7.12171 0.06290 0.03
C 10.36938 -7.00618 -0.94903 0.00
C 8.92584 -8.84403 -1.68185 -0.04
C 6.04338 -5.07827 -1.43630 -0.02
H 7.89426 -3.22437 -0.77704 0.10
H 9.23877 -4.32832 -0.59500 0.07
H 7.84703 -4.39298 0.49715 0.10
H 8.16170 -3.75092 -3.05356 0.13
H 7.35441 -5.06821 -3.78631 0.13
H 10.18956 -4.97580 -2.79422 0.11
H 9.55280 -5.33355 -4.49352 0.12
H 10.11444 -7.50096 -3.72462 0.13
H 8.39450 -7.21753 -3.77462 0.13
H 10.51953 -5.95310 -0.71116 0.07
H 11.15300 -6.95514 -1.70497 0.10
H 10.56489 -7.54678 -0.02295 0.10
H 8.94638 -9.22172 -0.65959 0.09
H 9.72119 -9.35006 -2.22907 0.11
H 7.92211 -9.16854 -1.95629 0.10
H 5.73059 -5.37022 -0.43379 0.08
H 5.45163 -5.64339 -2.15641 0.09
H 5.67846 -4.05137 -1.41575 0.10
C 12.70947 3.46300 -2.49887 0.01
C 11.35169 3.67799 -1.75152 -0.40
C 11.22001 5.20436 -1.23433 -0.13
C 10.56582 6.14641 -2.25491 -0.19
C 9.22944 5.54803 -2.68157 -0.14
C 9.37785 4.20527 -3.42509 -0.45
N 10.17034 3.23666 -2.57885 0.02
O 9.92270 1.88920 -2.60598 0.06
C 10.02359 4.33597 -4.83028 0.01
C 7.96352 3.66947 -3.49214 -0.04
C 11.30601 2.95599 -0.36563 -0.04
H 13.41273 4.11480 -1.98053 0.09
H 12.64555 3.78974 -3.53678 0.07
H 12.97983 2.41380 -2.61799 0.09
H 12.17514 5.62694 -0.92248 0.12
H 10.47110 5.27754 -0.44574 0.11
H 11.21306 6.22572 -3.12835 0.11
H 10.51840 7.11674 -1.76064 0.12
H 8.61541 6.34529 -3.10045 0.14
H 8.72128 5.34367 -1.73918 0.12
H 9.60479 3.65105 -5.56757 0.09
H 11.11003 4.37395 -4.90966 0.07
H 9.75792 5.31272 -5.23461 0.10
H 7.54928 3.47043 -2.50376 0.10
H 7.86772 2.69892 -3.97893 0.09
H 7.37802 4.37085 -4.08658 0.11
H 12.26406 3.14402 0.11902 0.09
H 11.47421 1.88685 -0.49505 0.07
H 10.41147 3.05700 0.24894 0.10
C -7.53255 0.53140 5.76675 0.01
N -8.85492 0.05638 5.86451 -0.10
C -9.38937 -0.26952 7.06283 0.07
C -10.72756 -0.83093 7.06132 0.07
C -11.37134 -0.99604 5.85111 -0.18
C -10.84799 -0.46580 4.65348 0.08
C -9.59687 0.07062 4.70971 0.06
C -12.57002 -1.76858 5.68745 -0.14
C -13.82744 -1.13528 5.44949 0.09
C -15.02093 -1.88497 5.68111 0.06
N -14.95530 -3.25632 5.88347 -0.11
C -13.76584 -3.81374 6.15838 0.01
C -12.56204 -3.12277 6.08509 0.07
C -16.09711 -4.11628 5.82775 0.01
H -7.35891 0.87961 4.74857 0.12
H -6.86324 -0.27491 6.06676 0.13
H -7.49214 1.37590 6.45472 0.12
H -8.80929 -0.16639 7.96796 0.15
H -11.22163 -1.29702 7.90099 0.13
H -11.24655 -0.52639 3.65153 0.16
H -9.08713 0.45008 3.83645 0.16
H -13.95505 -0.15492 5.01475 0.14
H -15.99869 -1.47705 5.47140 0.14
H -13.81638 -4.84488 6.47553 0.15
H -11.62045 -3.62114 6.26238 0.15
H -15.95222 -5.09723 6.28033 0.11
H -16.25979 -4.33200 4.77177 0.12
H -16.92580 -3.64688 6.35789 0.11
C 1.56882 1.15495 -2.71329 -0.08
C 0.48330 1.80822 -3.52931 -0.18
N -0.79185 1.75391 -2.86297 -0.06
C -1.68513 2.81264 -2.86568 0.04
C -2.75132 2.43489 -1.97917 0.04
N -2.50038 1.10095 -1.55731 -0.13
C -1.35349 0.69646 -2.11521 0.06
C -3.41248 0.54326 -0.71375 -0.03
H 1.47418 0.07312 -2.61957 0.08
H 1.75389 1.57241 -1.72356 0.09
H 2.41792 1.19951 -3.39530 0.08
H 0.23993 1.23171 -4.42179 0.14
H 0.83862 2.83302 -3.63714 0.14
H -1.47931 3.70335 -3.44072 0.14
H -3.57687 3.03014 -1.61787 0.13
H -0.90969 -0.25773 -1.87239 0.17
H -4.36756 1.05829 -0.81706 0.12
H -3.07312 0.45157 0.31801 0.12
H -3.57337 -0.45556 -1.11943 0.12
C -3.28725 -7.65098 0.31564 -0.07
C -2.26827 -6.78707 -0.37678 -0.14
N -0.92823 -7.40511 -0.38209 -0.03
C 0.12007 -7.03977 0.40653 -0.01
C 1.14060 -7.91773 0.28660 -0.01
N 0.74031 -8.86877 -0.61047 -0.11
C -0.52384 -8.54144 -1.01197 0.02
C 1.56719 -9.99865 -1.03472 0.03
H -3.01573 -7.98819 1.31597 0.08
H -3.48445 -8.65632 -0.05654 0.08
H -4.23854 -7.12416 0.39047 0.10
H -2.18889 -5.76698 -0.00099 0.14
H -2.51019 -6.61901 -1.42621 0.14
H 0.12910 -6.12827 0.98574 0.15
H 2.09281 -8.13530 0.74742 0.14
H -1.17390 -9.00645 -1.73832 0.17
H 0.75392 -10.61103 -1.42418 0.10
H 2.16134 -10.35767 -0.19435 0.10
H 2.23386 -9.56587 -1.78060 0.11
C -10.32484 0.65882 -1.43287 -0.05
C -11.65739 -0.12454 -1.50146 -0.79
O -12.29650 -0.22818 -2.62176 -0.10
O -12.03980 -0.54999 -0.43558 -0.06
H -10.13637 1.26052 -0.54375 0.05
H -10.31427 1.36446 -2.26357 0.06
H -9.58151 -0.13713 -1.47790 0.06
C 3.06524 -0.06802 3.41847 -0.06
C 2.34380 -1.21529 2.60689 -0.80
O 1.39051 -0.94475 1.87252 -0.11
O 2.77834 -2.38767 2.84606 -0.15
H 2.41434 0.32327 4.20033 0.05
H 3.15075 0.77849 2.73714 0.04
H 4.07033 -0.32391 3.75376 0.05
C 0.08113 8.66691 -2.87280 -0.05
C 0.92906 7.77931 -3.83913 -0.73
O 2.00115 7.23200 -3.50601 -0.08
O 0.29581 7.49458 -4.93549 -0.10
H -0.88163 8.26243 -2.56040 0.05
H -0.14347 9.53737 -3.48920 0.06
H 0.53670 8.97696 -1.93236 0.04
C -0.41405 -0.99443 -9.82014 -0.02
C -0.38312 -0.43762 -11.22993 -0.75
O 0.56867 0.22046 -11.57395 0.05
O -1.50895 -0.57542 -11.76581 0.04
H -1.01407 -1.90285 -9.76693 0.08
H -0.84840 -0.29223 -9.10855 0.08
H 0.54286 -1.29870 -9.39606 0.07
C -8.36618 -4.22084 1.43688 -0.06
C -7.47043 -3.93445 2.57245 -0.94
O -7.71538 -4.61733 3.58132 -0.13
O -6.48219 -3.28358 2.42025 -0.05
H -7.71211 -4.23573 0.56506 0.07
H -9.12935 -3.44263 1.44466 0.06
H -8.90807 -5.16192 1.53077 0.06
C 0.34442 -5.42652 -4.84360 -0.05
C -1.09040 -4.99292 -5.33653 -0.77
O -1.55640 -3.92756 -4.88403 -0.06
O -1.68458 -5.70961 -6.17097 -0.04
H 0.55514 -6.48378 -5.00458 0.04
H 0.37301 -5.07804 -3.81121 0.04
H 1.16305 -4.94291 -5.37658 0.05
C -9.04594 6.16883 0.11694 -0.03
C -7.63857 5.75745 0.48066 -0.79
O -6.65966 6.34257 -0.05023 -0.04
O -7.41786 4.89140 1.32690 -0.04
H -9.61472 5.56128 -0.58696 0.07
H -9.05045 7.18443 -0.27887 0.07
H -9.73120 6.17590 0.96457 0.06
```

Lowest unoccupied orbital energy, eV: -4.69
Strongest force on any atom, eV/A: 7.466
Frontier orbital gap, eV: 0.819



(2)
8 unconnected molecules or ions with the total composition C65H140F6N8O4S2 in a non-equilibrium geometry, computed with wB97M-V/def2-TZVPD.

The geometry in XYZ format:
```
225
Properties=species:S:1:pos:R:3:lowdin_charge:R:1
C -2.71074 -1.37733 -1.25275 -0.72
F -3.63367 -1.00631 -2.06304 0.19
F -2.73531 -0.54276 -0.20070 0.09
F -2.90885 -2.58823 -0.89524 0.19
S -0.89298 -1.30540 -2.06993 0.65
O -0.28641 -2.61475 -2.03599 -0.32
O -1.18294 -0.81098 -3.45704 -0.36
N -0.09229 -0.08868 -1.22027 -0.31
S 0.40830 -0.85043 0.05517 0.62
O -0.61230 -1.59776 0.80881 -0.30
O 1.75389 -1.50689 -0.18315 -0.34
C 0.83461 0.67131 1.23608 -0.65
F -0.33410 1.29937 1.54550 0.09
F 1.30078 0.23661 2.40739 0.13
F 1.69958 1.44601 0.69105 0.17
C -1.60219 0.70493 4.46177 -0.15
C -0.54757 -0.05686 5.12590 -0.23
C -0.04054 0.71273 6.46052 -0.02
N 1.06507 -0.17243 7.19331 -0.25
C 1.53156 0.66286 8.34208 -0.14
C 2.59698 -0.11066 9.09156 -0.18
C 3.82577 -0.45253 8.26540 -0.14
C 3.48509 -1.25352 6.91105 -0.08
C 2.25123 -0.51078 6.22213 -0.09
C 0.35970 -1.51722 7.57684 0.05
H -1.37887 1.67952 4.02771 0.08
H -2.29420 0.89109 5.28308 0.08
H -2.09745 0.12405 3.68370 0.08
H 0.24660 -0.03738 4.37958 0.08
H -0.96935 -1.06179 5.14393 0.12
H -0.71688 0.82067 7.30847 0.13
H 0.60394 1.56492 6.24488 0.12
H 1.90809 1.57002 7.86944 0.14
H 0.72842 0.84019 9.05734 0.15
H 2.74650 0.58628 9.91620 0.14
H 2.05112 -0.97435 9.47129 0.11
H 4.35939 0.48746 8.12478 0.12
H 4.45033 -1.06072 8.91971 0.12
H 4.38680 -1.40841 6.31858 0.12
H 2.91517 -2.17440 7.03453 0.10
H 2.50547 0.44397 5.76179 0.12
H 1.87571 -1.18512 5.45249 0.11
H -0.59130 -1.45423 8.10575 0.12
H 1.05275 -2.10567 8.17808 0.10
H 0.25278 -1.99751 6.60422 0.09
C -6.04953 -2.20292 0.17400 -0.06
C -5.98473 -1.28787 1.46685 -0.20
C -6.99257 -0.12321 1.45010 -0.10
N -7.11393 0.71412 2.74701 -0.23
C -8.22005 1.77328 2.53965 -0.11
C -9.60419 1.22087 2.53067 -0.15
C -10.01296 0.27967 3.72917 -0.16
C -8.94276 -0.78700 3.92617 -0.15
C -7.52298 -0.15927 3.98284 -0.07
C -5.76621 1.30439 3.00748 0.00
H -7.11710 -2.42037 0.20723 0.08
H -5.44152 -3.10311 0.26399 0.08
H -5.73737 -1.68140 -0.73080 0.06
H -4.96529 -0.92714 1.60367 0.08
H -6.19516 -1.98831 2.27506 0.11
H -8.01969 -0.47496 1.35330 0.12
H -6.72642 0.59981 0.67906 0.13
H -7.97571 2.41001 1.68936 0.14
H -8.11755 2.48170 3.36168 0.14
H -9.68631 0.66887 1.59436 0.11
H -10.29844 2.05564 2.62701 0.14
H -11.02085 -0.00185 3.42423 0.12
H -10.41479 0.74999 4.62663 0.12
H -9.05149 -1.45942 3.07522 0.12
H -9.11288 -1.43451 4.78634 0.13
H -6.93815 -1.07781 4.03130 0.12
H -7.35476 0.35769 4.92759 0.14
H -5.84973 1.92045 3.90281 0.11
H -5.38083 1.83662 2.13782 0.09
H -5.00924 0.54792 3.21451 0.09
C 0.15731 5.70372 -0.19292 -0.05
C -1.10135 4.76408 0.04082 -0.19
C -1.27291 3.84163 -1.18574 -0.09
N -2.78515 3.29949 -1.44793 -0.17
C -3.66100 4.55993 -1.73633 -0.07
C -5.06524 4.18477 -2.40706 -0.11
C -4.74940 3.49000 -3.77916 -0.14
C -4.06669 2.15784 -3.33365 -0.17
C -2.71320 2.21795 -2.60081 -0.08
C -3.30822 2.64667 -0.11410 0.02
H -0.01139 6.40786 -1.00769 0.09
H 0.97375 5.18063 -0.69081 0.04
H 0.41714 6.14170 0.77081 0.08
H -1.90588 5.45637 0.28897 0.11
H -0.99990 4.13934 0.92824 0.09
H -0.53614 3.05036 -1.32413 0.10
H -1.25546 4.39996 -2.12172 0.11
H -3.14024 5.24748 -2.40280 0.13
H -3.70142 5.07537 -0.77675 0.11
H -5.71159 5.02746 -2.65241 0.12
H -5.60173 3.49995 -1.75033 0.10
H -4.04948 4.03015 -4.41670 0.12
H -5.61586 3.30889 -4.41521 0.12
H -3.73195 1.52973 -4.15921 0.12
H -4.79126 1.54419 -2.79837 0.11
H -1.92880 2.44346 -3.32328 0.12
H -2.23277 1.31084 -2.23414 0.08
H -3.55231 3.27728 0.74081 0.10
H -2.63098 1.86599 0.23231 0.08
H -4.28955 2.24567 -0.36764 0.08
C 2.61195 3.75935 2.42165 -0.12
C 2.97305 5.08531 2.94775 -0.25
C 4.49874 5.26266 3.27227 -0.09
N 4.87184 6.72116 3.62230 -0.23
C 6.44248 6.68935 3.62237 -0.12
C 7.13275 7.89777 4.28122 -0.14
C 6.51616 8.22262 5.70609 -0.17
C 5.05859 8.47613 5.49733 -0.17
C 4.26101 7.23116 5.02580 -0.01
C 4.70670 7.76552 2.50031 0.03
H 1.55954 3.69470 2.14532 0.07
H 3.05271 2.98200 3.04581 0.10
H 3.05413 3.71782 1.42623 0.07
H 2.41442 5.00390 3.88018 0.11
H 2.55002 5.98428 2.49943 0.11
H 4.98596 5.12096 2.30757 0.12
H 4.88393 4.56971 4.02030 0.14
H 6.70759 5.82028 4.22449 0.13
H 6.80961 6.43766 2.62740 0.13
H 8.19827 7.75855 4.46400 0.13
H 7.18764 8.77485 3.63638 0.11
H 6.78772 7.52356 6.49707 0.12
H 7.01856 9.09576 6.12243 0.13
H 4.57980 8.93392 6.36295 0.13
H 5.01391 9.26818 4.74981 0.12
H 4.13412 6.30129 5.58020 0.13
H 3.26647 7.49210 4.66401 0.12
H 3.66612 8.07551 2.59618 0.10
H 4.83854 7.32262 1.51311 0.12
H 5.32144 8.61260 2.80466 0.09
C 0.73082 -5.29532 -7.92173 -0.06
C -0.02021 -5.95434 -6.68738 -0.18
C -1.58572 -5.64666 -6.59138 -0.09
N -2.31603 -6.25518 -5.32360 -0.22
C -3.81534 -6.32117 -5.74538 -0.08
C -4.64922 -6.54152 -4.46662 -0.14
C -4.26728 -5.63674 -3.27173 -0.17
C -2.77170 -5.84079 -2.97743 -0.18
C -1.85747 -5.42010 -4.11578 -0.09
C -1.83256 -7.77044 -5.16001 0.05
H 0.44785 -4.24328 -7.88659 0.05
H 0.45699 -5.56642 -8.94135 0.08
H 1.79403 -5.52626 -7.85567 0.08
H 0.43311 -5.51775 -5.79744 0.08
H 0.06446 -7.04027 -6.72846 0.10
H -2.06713 -6.19665 -7.40001 0.13
H -1.87184 -4.59490 -6.58860 0.12
H -4.01999 -5.32922 -6.14819 0.13
H -4.02669 -7.04610 -6.53145 0.15
H -5.63462 -6.20259 -4.78636 0.13
H -4.62501 -7.58947 -4.16777 0.12
H -4.49298 -4.57122 -3.22891 0.11
H -4.76076 -5.97783 -2.36166 0.12
H -2.56694 -5.29097 -2.05880 0.11
H -2.65476 -6.88700 -2.69484 0.12
H -1.97114 -4.37523 -4.40460 0.13
H -0.83569 -5.74325 -3.91669 0.12
H -1.86962 -8.29571 -6.11439 0.12
H -2.42146 -8.21058 -4.35529 0.09
H -0.80569 -7.88016 -4.81130 0.10
C 5.91854 -7.96048 -2.18426 -0.05
C 4.84020 -6.93878 -2.78731 -0.18
C 4.85334 -5.40424 -2.57107 -0.08
N 3.55232 -4.69615 -2.16635 -0.22
C 2.98529 -5.04838 -0.82964 -0.14
C 3.96793 -4.93144 0.27279 -0.15
C 4.57382 -3.48053 0.38832 -0.11
C 4.64644 -2.72272 -0.98425 -0.18
C 3.78955 -3.15106 -2.15504 -0.13
C 2.46704 -4.69857 -3.29680 0.04
H 5.95887 -7.76041 -1.11353 0.06
H 6.92515 -7.74696 -2.54373 0.08
H 5.59266 -9.00042 -2.16286 0.09
H 3.83753 -7.27610 -2.52470 0.09
H 4.78374 -7.14729 -3.85569 0.10
H 5.00298 -4.92844 -3.54025 0.13
H 5.57986 -5.04674 -1.84138 0.13
H 2.51145 -6.02872 -0.87979 0.14
H 2.11422 -4.48674 -0.49216 0.14
H 4.78028 -5.65781 0.24871 0.11
H 3.41904 -5.23881 1.16293 0.13
H 5.48703 -3.39488 0.97722 0.12
H 3.77804 -2.92040 0.87934 0.09
H 5.68358 -2.71541 -1.31947 0.11
H 4.55885 -1.64416 -0.85336 0.10
H 4.38051 -2.88662 -3.03193 0.13
H 2.81786 -2.66315 -2.07849 0.10
H 1.58534 -4.16766 -2.93785 0.08
H 2.31653 -5.76655 -3.45449 0.10
H 2.94051 -4.25444 -4.17240 0.10
C 1.29661 -1.36574 -6.96990 -0.09
C 1.57941 -0.01672 -6.31876 -0.22
C 2.40221 -0.13576 -4.98858 -0.08
N 2.94252 1.19817 -4.36990 -0.20
C 1.91478 2.33772 -4.55197 -0.09
C 2.16959 3.54872 -3.58692 -0.12
C 2.32621 3.11400 -2.07710 -0.18
C 3.54844 2.18355 -2.02124 -0.14
C 3.31348 0.89049 -2.90249 -0.09
C 4.30737 1.78261 -5.01000 0.08
H 2.12864 -1.86626 -7.46518 0.09
H 0.50293 -1.17970 -7.69348 0.09
H 0.80265 -2.04655 -6.27665 0.06
H 0.65010 0.52073 -6.13001 0.11
H 2.11173 0.66738 -6.97961 0.11
H 3.26331 -0.80111 -5.05103 0.13
H 1.72176 -0.53267 -4.23522 0.11
H 0.93627 1.97169 -4.24110 0.12
H 1.90103 2.56898 -5.61706 0.13
H 1.42167 4.33094 -3.71674 0.12
H 3.14644 3.95849 -3.84373 0.10
H 1.44962 2.55449 -1.75053 0.07
H 2.47853 3.99333 -1.45127 0.10
H 3.61314 1.74621 -1.02493 0.11
H 4.42884 2.72990 -2.35963 0.11
H 2.44723 0.44561 -2.41282 0.10
H 4.16373 0.21033 -2.95311 0.12
H 4.98663 0.95923 -4.78920 0.09
H 4.82730 2.63088 -4.56477 0.10
H 4.19529 1.77150 -6.09416 0.11
```

Energy relative to the best compared isomer or geometry (same formula, charge and spin), eV: 6.348
Lowest unoccupied orbital energy, eV: -9.79
Strongest force on any atom, eV/A: 5.128
Frontier orbital gap, eV: 10.765
Charge: +6



E_HOMO in eV, matching the order above: -5.5, -20.6